(1)
Entry from the Open Molecules 2025 dataset: a 2-piece molecular cluster, C3H7N2Si overall (ωB97M-V/def2-TZVPD).

The geometry in ORCA input format:
```
! RIJCOSX wB97M-V def2-TZVPD def2/J DEFGRID3
* xyz 1 1
C -1.60 0.73 -0.66
C -0.38 0.99 -0.05
C -0.27 -1.13 -0.63
N -1.54 -0.65 -0.99
N 0.35 -0.18 -0.06
Si 1.95 -0.07 0.84
H -2.48 1.36 -0.95
H 0.05 1.85 0.23
H 0.03 -2.09 -0.84
H -2.24 -1.14 -1.56
H 2.94 -1.12 0.90
H 1.01 0.03 2.88
H 2.20 1.43 0.88
*
```

Computed properties:
- Calculated total energy: -14072.802 eV
- Frontier orbital gap: 9.14 eV
- LUMO level: -4.192 eV

=====

(2)
Entry from the Open Molecules 2025 dataset: a 2-piece molecular cluster, C5H11NO overall (ωB97M-V/def2-TZVPD).

The geometry in ORCA input format:
```
! RIJCOSX wB97M-V def2-TZVPD def2/J DEFGRID3
* xyz 0 1
C 1.12 -0.21 -0.80
C -0.95 0.09 0.05
C 2.05 -1.35 -0.65
C -1.60 1.24 -0.66
C -1.07 0.01 1.54
N 1.01 0.77 0.11
O 1.64 0.66 1.19
H 0.67 0.02 -1.76
H -1.11 -0.87 -0.43
H 1.77 -2.18 -1.31
H 3.08 -1.05 -0.90
H 2.07 -1.67 0.39
H -1.39 2.18 -0.15
H -2.69 1.08 -0.67
H -1.28 1.32 -1.69
H -0.80 0.95 2.02
H -2.11 -0.24 1.78
H -0.43 -0.77 1.95
*
```

Computed properties:
- Calculated total energy: -8896.730 eV
- Frontier orbital gap: 8.40 eV
- LUMO level: 0.573 eV

=====

(3)
Entry from the Open Molecules 2025 dataset: C10H16Br12I2InO2 as an isolated structure (ωB97M-V/def2-TZVPD).

The geometry in ORCA input format:
```
! RIJCOSX wB97M-V def2-TZVPD def2/J DEFGRID3
* xyz -1 1
C 4.41 1.34 0.24
C 3.38 2.50 0.72
C 1.91 1.90 0.39
O 0.88 2.91 0.34
In -0.66 2.02 -0.81
C -0.26 -0.21 -0.84
I -0.55 2.82 -3.55
C -2.69 2.60 -0.01
C -3.41 1.51 0.87
O -3.50 1.64 2.12
I -4.34 -0.27 0.01
H 5.46 1.49 0.66
H 3.93 0.35 0.57
H 4.37 1.34 -0.91
H 3.54 2.66 1.84
H 3.56 3.49 0.19
H 2.02 1.43 -0.66
H 1.69 1.04 1.12
H 0.65 -0.35 -1.54
H -1.11 -0.81 -1.32
H 0.05 -0.64 0.17
H -2.54 3.51 0.67
H -3.36 2.84 -0.90
C 1.04 -3.07 2.70
Br 1.65 -4.83 3.24
Br 2.50 -2.00 1.98
Br -0.45 -3.16 1.47
H 0.69 -2.56 3.59
C -2.28 0.39 -7.25
Br -1.03 -0.70 -6.25
Br -3.36 1.51 -6.09
Br -1.39 1.42 -8.63
H -2.96 -0.29 -7.76
C -3.03 -5.05 -0.69
Br -2.93 -6.58 -1.88
Br -2.92 -3.37 -1.66
Br -4.59 -5.12 0.45
H -2.16 -5.10 -0.04
C 1.52 0.74 5.59
Br 2.13 -1.02 6.14
Br 2.98 1.81 4.88
Br 0.03 0.65 4.36
H 1.17 1.25 6.49
*
```

Computed properties:
- Calculated total energy: -876609.892 eV
- Frontier orbital gap: 7.31 eV
- LUMO level: 1.627 eV

=====

(4)
Entry from the Open Molecules 2025 dataset: C28H46BHfN4O3PSe as an isolated structure (ωB97M-V/def2-TZVPD).

The geometry in ORCA input format:
```
! RIJCOSX wB97M-V def2-TZVPD def2/J DEFGRID3
* xyz -2 1
Hf 0.53 0.21 0.08
B 2.81 -1.85 -0.64
N 1.46 -2.63 -0.79
C 1.19 -3.86 -1.24
C -0.18 -4.05 -1.21
C -0.69 -2.85 -0.71
N 0.30 -2.01 -0.46
N 3.03 -1.63 0.88
C 4.05 -1.95 1.68
C 3.71 -1.58 2.97
C 2.43 -1.02 2.85
N 2.03 -1.06 1.59
H 3.71 -2.52 -1.10
H 2.65 -0.77 -1.19
H 2.00 -4.51 -1.57
H -0.74 -4.93 -1.52
H -1.71 -2.53 -0.54
H 4.95 -2.41 1.28
H 4.31 -1.68 3.87
H 1.76 -0.61 3.60
C -3.43 0.32 -0.24
O -2.07 -0.01 -0.36
C -1.17 1.01 -1.02
C -1.57 2.43 -0.62
H -3.60 1.14 0.46
H -3.96 -0.56 0.13
H -3.86 0.60 -1.21
H -2.51 2.81 -1.09
H -0.77 3.11 -0.91
H -1.68 2.53 0.46
C 1.28 -1.58 -4.46
C 0.00 -0.77 -4.72
C 0.07 -0.20 -6.16
P -0.55 0.22 -2.91
C -2.36 0.30 -3.48
C -2.71 0.63 -4.93
C -3.07 -1.02 -3.12
C 0.30 1.86 -3.22
C -0.59 2.96 -3.80
C 1.62 1.77 -3.99
H 1.35 -2.50 -5.07
H 1.34 -1.89 -3.41
H 2.18 -0.99 -4.67
H -0.81 -1.51 -4.70
H 1.11 0.00 -6.45
H -0.48 0.74 -6.29
H -0.32 -0.90 -6.92
H -2.78 1.08 -2.85
H -2.37 -0.15 -5.62
H -2.30 1.59 -5.27
H -3.80 0.69 -5.02
H -2.79 -1.82 -3.82
H -4.17 -0.91 -3.18
H -2.82 -1.35 -2.11
H 0.58 2.16 -2.21
H -0.73 2.82 -4.88
H -0.11 3.94 -3.66
H -1.57 3.00 -3.32
H 1.46 1.52 -5.05
H 2.29 1.04 -3.54
H 2.12 2.75 -3.95
Se 2.02 2.17 0.24
C -6.67 -1.65 2.76
C -5.20 -1.33 2.90
C -4.23 -2.32 2.73
C -2.87 -2.03 2.80
C -1.83 -3.12 2.65
C -2.48 -0.70 3.02
C -3.43 0.30 3.23
C -2.98 1.72 3.49
C -4.78 -0.04 3.17
C -1.01 -0.37 3.07
O -0.41 -0.60 4.12
O -0.53 0.13 2.00
H -6.87 -2.69 3.03
H -7.00 -1.51 1.73
H -7.28 -1.01 3.39
H -4.54 -3.34 2.53
H -2.29 -4.08 2.41
H -1.26 -3.22 3.58
H -1.10 -2.87 1.87
H -2.19 1.74 4.23
H -3.82 2.33 3.84
H -2.58 2.16 2.58
H -5.52 0.75 3.32
*
```

Computed properties:
- Calculated total energy: -118505.660 eV
- Frontier orbital gap: 4.13 eV
- LUMO level: 4.280 eV